Density functional theory data (ωB97M-V with the def2-TZVPD basis set) for the ion CH4NO2 with charge +1 at a distorted geometry.

XYZ file:
```
8
Properties=species:S:1:pos:R:3:forces:R:3:lowdin_charge:R:1
H 0.104833 1.073937 -0.864098 -1.10 -1.59 1.18 0.16
H 1.221322 -0.767735 1.289604 0.28 1.00 -2.06 0.26
O 2.129766 0.197947 -0.349870 -2.48 0.49 -0.59 0.02
O 3.260263 -0.050507 0.026334 1.49 -0.79 1.06 0.19
H -0.561331 0.871424 0.881389 0.19 -1.14 -1.66 0.17
C -0.171817 0.282420 -0.049351 -0.78 2.60 -0.42 0.00
H -0.818228 -0.568141 -0.373441 0.16 0.91 0.18 0.14
N 1.066744 -0.230738 0.348382 2.25 -1.49 2.31 0.07
```
Forces are in eV/Å.

Properties
- DFT total energy (Ha) = -245.19236
- HOMO level (spin up / spin down) (eV) = -17.91 / -17.81
- charge = +1
- frontier orbital gap (spin up / spin down) (hartree) = 0.348 / 0.376
- energy relative to the best compared isomer or geometry (same formula, charge and spin) (eV) = 7.870
- spin multiplicity = 1

=====

Density functional theory data (ωB97M-V with the def2-TZVPD basis set) for a cluster of 2 separate species, C2H8N4 in total at a distorted geometry.

XYZ file:
```
14
Properties=species:S:1:pos:R:3:forces:R:3:lowdin_charge:R:1
H 1.527547 -0.728871 -0.973140 0.07 -0.24 -0.42 0.08
H 2.348109 0.772622 -0.530319 0.06 0.06 0.05 0.08
N -1.173970 -1.027880 -0.053755 -0.63 0.57 -1.64 -0.04
H -0.873255 2.207115 -0.106344 -0.45 0.18 0.01 0.07
C -0.169965 1.647991 -0.706195 0.35 0.27 1.65 -0.16
N -1.806090 -1.170879 1.147730 -0.53 0.39 0.63 -0.07
H -1.441687 -0.592246 1.890093 0.71 0.49 -0.03 0.08
H 0.621093 2.314927 -0.939031 1.12 0.90 -0.18 0.06
C 1.626383 0.022904 -0.198257 -1.31 0.80 -1.30 -0.15
H -1.508098 -2.926691 0.642439 1.45 0.53 -1.35 0.11
N 0.347453 0.604683 0.124053 -0.36 -0.18 0.58 -0.11
H -0.601262 1.460970 -1.640920 -0.81 -1.14 -1.49 0.06
H 1.901964 -0.445070 0.684554 1.17 -0.99 1.48 0.04
N -0.798221 -2.139575 0.659092 -0.83 -1.63 2.00 -0.05
```
Forces are in eV/Å.

Properties
- DFT total energy (Ha) = -299.76751
- HOMO level (spin up / spin down) (eV) = -8.82 / -8.53
- charge = 0
- frontier orbital gap (spin up / spin down) (hartree) = 0.337 / 0.330
- energy relative to the best compared isomer or geometry (same formula, charge and spin) (eV) = 7.162
- spin multiplicity = 1